73
Properties=species:S:1:pos:R:3:lowdin_charge:R:1 method="wB97M-V/def2-TZVPD" orbital_gap_ev="6.43 / 7.98" spin_multiplicity=4 charge=+1 mol_weight_g_mol=908.17 e_tot_ha=-4339.52087
Cr -0.656 0.140 0.767 0.5639
F -0.109 2.424 2.689 0.1277
C -0.139 1.869 3.913 -0.6690
F 0.654 2.544 4.718 0.1897
F -1.381 1.890 4.363 0.1807
S 0.425 0.122 3.752 0.6579
O -0.482 -0.397 2.698 -0.4301
O 0.290 -0.489 5.020 -0.1912
N 1.901 0.225 3.275 -0.2524
S 2.477 0.192 1.825 0.6316
O 1.439 0.252 0.778 -0.4070
O 3.483 -0.793 1.636 -0.2383
C 3.329 1.820 1.675 -0.6793
F 3.825 1.907 0.447 0.1624
F 4.303 1.892 2.561 0.1847
F 2.464 2.807 1.872 0.1564
N -0.519 0.626 -1.238 0.0314
C -0.005 1.984 -1.157 -0.2484
C 1.212 2.294 -1.741 -0.0216
C 1.731 3.569 -1.603 -0.0571
C 1.028 4.520 -0.874 -0.0487
C -0.185 4.197 -0.294 -0.0099
C -0.736 2.921 -0.425 -0.1366
C -2.048 2.586 0.197 -0.1934
C -3.053 3.554 0.219 -0.0174
C -4.259 3.310 0.853 -0.0519
C -4.473 2.094 1.485 -0.0596
C -3.485 1.120 1.452 -0.1265
C -2.274 1.337 0.799 -0.2035
H -1.423 0.602 -1.705 0.1294
H 0.127 0.034 -1.754 0.1228
H 1.754 1.538 -2.298 0.1267
H 2.680 3.816 -2.056 0.1181
H 1.434 5.515 -0.750 0.1168
H -0.714 4.937 0.292 0.1242
H -2.889 4.505 -0.274 0.1199
H -5.028 4.071 0.859 0.1137
H -5.405 1.903 2.001 0.1137
H -3.674 0.185 1.967 0.0716
C -3.239 -2.350 2.320 -0.2605
Sb -2.294 -1.998 0.447 1.4420
C -3.897 -1.465 -0.845 -0.2694
C -2.043 -4.049 -0.147 -0.3041
C -1.504 -4.244 -1.532 -0.2916
C -2.337 -4.003 -2.625 -0.0659
C -1.879 -4.126 -3.926 -0.0750
C -0.562 -4.504 -4.146 -0.0709
C 0.262 -4.778 -3.067 -0.0478
C -0.188 -4.669 -1.750 -0.2936
C 0.738 -5.002 -0.623 -0.3309
Sb 1.406 -3.241 0.444 1.3693
C 2.621 -2.544 -1.175 -0.3001
C 2.886 -4.292 1.574 -0.3092
H -4.320 -2.355 2.192 0.0283
H -2.947 -1.596 3.046 0.0040
H -2.913 -3.327 2.676 0.0237
H -4.723 -2.162 -0.711 0.0284
H -3.557 -1.512 -1.878 0.0052
H -4.227 -0.455 -0.614 0.0028
H -3.063 -4.428 -0.052 0.0817
H -1.436 -4.514 0.626 0.0400
H -3.373 -3.736 -2.449 0.1025
H -2.547 -3.943 -4.757 0.1076
H -0.185 -4.610 -5.154 0.1088
H 1.278 -5.110 -3.243 0.1169
H 1.627 -5.506 -1.001 0.0698
H 0.272 -5.667 0.106 0.0655
H 3.487 -3.194 -1.294 0.0180
H 2.965 -1.529 -0.983 -0.0147
H 2.031 -2.564 -2.092 -0.0021
H 3.724 -4.549 0.927 0.0144
H 2.443 -5.205 1.968 0.0077
H 3.241 -3.681 2.399 -0.0020